[1]
{
  "formula": "C21H21B3F10N6O10S3Ti",
  "method": "ωB97M-V/def2-TZVPD",
  "elements": ["Ti", "C", "C", "N", "O", "B", "F", "F", "O", "N", "C", "C", "C", "N", "O", "B", "F", "F", "O", "N", "C", "C", "C", "H", "H", "H", "H", "H", "H", "H", "H", "H", "H", "H", "H", "S", "C", "N", "C", "C", "C", "C", "H", "H", "H", "H", "H", "O", "B", "O", "C", "C", "C", "C", "C", "C", "H", "H", "H", "H", "F", "C", "F", "F", "S", "O", "O", "N", "S", "O", "O", "C", "F", "F", "F"],
  "xyz": [[-0.5497, -0.4663, 0.2642], [1.5060, -2.3166, -3.2512], [0.5782, -1.7691, -2.2367], [0.8844, -1.5554, -0.9995], [2.1621, -1.7176, -0.6397], [2.4104, -2.4076, 0.7031], [3.7106, -2.2644, 0.9964], [1.9167, -3.6908, 0.5936], [1.6143, -1.6986, 1.8094], [0.2969, -1.8599, 1.5685], [-0.3092, -2.9291, 1.9407], [0.2355, -3.9439, 2.8694], [-1.6145, -3.1142, 1.2573], [-1.8461, -2.1956, 0.3890], [-2.8833, -2.3932, -0.4488], [-3.5794, -1.1521, -0.8462], [-4.2771, -1.3830, -1.9721], [-4.2071, -0.5207, 0.1761], [-2.3870, -0.0986, -1.1756], [-1.2113, -0.5851, -1.5785], [-0.8271, -1.3467, -2.5355], [-1.6028, -1.7536, -3.7228], [-2.4519, -4.3214, 1.4374], [2.2331, -2.9724, -2.7765], [2.0573, -1.4972, -3.7234], [0.9639, -2.8500, -4.0296], [1.1948, -3.6288, 3.2673], [0.3676, -4.8926, 2.3454], [-0.4793, -4.1055, 3.6786], [-2.6280, -1.3989, -3.6668], [-1.5917, -2.8429, -3.8051], [-1.1125, -1.3623, -4.6187], [-2.3781, -4.6993, 2.4540], [-2.1014, -5.1063, 0.7604], [-3.4878, -4.1038, 1.1884], [-1.8953, 0.5443, 1.9868], [-0.9398, 0.9767, 3.3904], [-1.6169, 1.7661, 4.2647], [-1.1185, 2.2287, 5.4253], [0.1634, 1.9078, 5.7889], [0.9005, 1.1012, 4.9260], [0.3612, 0.6355, 3.7371], [-2.5699, 2.0158, 4.0202], [-1.7837, 2.8435, 6.0143], [0.5709, 2.2751, 6.7184], [1.9159, 0.8262, 5.1811], [0.9646, 0.0128, 3.0944], [-0.6261, 2.1791, -1.0654], [0.4787, 2.2067, -1.8835], [0.2928, 2.6903, -3.1215], [-1.0637, 3.0536, -3.1193], [-1.7909, 3.6266, -4.1344], [-3.1300, 3.8811, -3.8480], [-3.6902, 3.5719, -2.6123], [-2.9412, 2.9928, -1.5918], [-1.6222, 2.7543, -1.8887], [-1.3461, 3.8692, -5.0884], [-3.7505, 4.3345, -4.6082], [-4.7352, 3.7863, -2.4391], [-3.3708, 2.7394, -0.6331], [2.8992, 3.6227, 1.4051], [1.8362, 3.3161, 0.7085], [1.6812, 4.1302, -0.3141], [0.7577, 3.3354, 1.4757], [2.0604, 1.5400, 0.0663], [1.7215, 1.6855, -1.4408], [0.9603, 0.8046, 0.7000], [3.3974, 0.9765, 0.3386], [4.8322, 1.6746, -0.2367], [5.7529, 1.6304, 0.8299], [4.5004, 2.8589, -0.9490], [5.2653, 0.3559, -1.4705], [5.4921, -0.7784, -0.8532], [4.2441, 0.2170, -2.3197], [6.3356, 0.7548, -2.1266]],
  "atomic_forces_ev_per_a": [[-0.85, -0.14, 0.02], [0.01, 0.00, -0.01], [0.17, -0.03, 0.07], [0.11, 0.09, 0.00], [-0.04, 0.03, -0.08], [0.00, 0.01, 0.01], [0.02, 0.01, -0.03], [0.03, -0.10, -0.06], [0.07, 0.12, 0.10], [-0.34, 0.07, -0.24], [0.03, -0.02, 0.10], [0.04, 0.00, -0.04], [0.04, 0.00, -0.13], [0.11, 0.03, 0.04], [0.01, 0.00, 0.04], [-0.07, 0.02, 0.00], [0.00, 0.02, -0.02], [0.00, -0.01, 0.00], [0.23, -0.09, 0.32], [0.28, 0.00, 0.17], [-0.13, 0.06, 0.04], [0.03, 0.03, 0.03], [-0.07, 0.04, 0.03], [0.00, 0.00, 0.00], [0.01, -0.01, 0.01], [0.00, -0.01, 0.00], [-0.01, -0.01, -0.01], [0.00, 0.01, 0.00], [0.00, 0.00, 0.02], [0.00, 0.01, -0.01], [-0.02, -0.01, 0.02], [-0.01, 0.00, -0.01], [0.00, 0.00, 0.01], [-0.01, 0.00, -0.01], [0.01, -0.01, -0.01], [0.26, -0.07, -0.13], [-0.16, 0.12, 0.01], [0.00, -0.04, -0.03], [0.06, -0.01, 0.01], [-0.08, 0.03, -0.02], [0.02, -0.01, -0.01], [0.06, -0.02, -0.02], [0.01, -0.02, -0.02], [0.03, 0.00, 0.02], [0.01, 0.00, 0.00], [0.00, 0.00, 0.01], [-0.06, -0.02, -0.03], [-0.04, 0.00, -0.09], [0.13, -0.11, 0.08], [-0.07, 0.05, -0.11], [-0.06, -0.01, 0.07], [0.04, -0.02, 0.05], [0.00, 0.01, -0.03], [-0.04, 0.01, 0.01], [0.08, -0.02, 0.00], [0.00, -0.02, -0.08], [0.01, 0.00, -0.01], [0.00, 0.00, 0.00], [-0.01, 0.00, 0.00], [0.00, 0.00, 0.01], [-0.01, -0.04, 0.01], [-0.10, 0.11, 0.08], [0.00, -0.02, -0.02], [0.05, 0.00, -0.01], [0.44, 0.15, -0.04], [-0.08, 0.10, -0.05], [-0.09, -0.21, -0.08], [0.02, 0.06, -0.10], [-0.12, -0.37, 0.26], [0.15, 0.01, 0.01], [-0.10, 0.19, -0.19], [0.06, 0.07, -0.10], [-0.03, -0.07, 0.05], [-0.01, 0.01, 0.04], [-0.02, 0.04, 0.04]],
  "lumo_energy_ha": -0.3022,
  "de_lowest_ev": 0.377,
  "orbital_gap_ev": 6.0,
  "total_charge": 2,
  "largest_force_ha_per_bohr": 0.0168,
  "energy_ha": -5010.85745
}

---

[2]
{
  "formula": "C21H21BBrClF3NO12",
  "method": "ωB97M-V/def2-TZVPD",
  "elements": ["C", "B", "O", "N", "C", "O", "C", "C", "C", "Br", "C", "C", "C", "C", "Cl", "C", "C", "C", "O", "H", "H", "H", "H", "H", "H", "H", "H", "H", "H", "H", "H", "O", "C", "O", "C", "C", "F", "O", "H", "H", "H", "O", "C", "O", "C", "C", "F", "O", "H", "H", "H", "O", "C", "O", "C", "C", "F", "O", "H", "H", "H"],
  "xyz": [[-0.1277, 3.4738, -3.9201], [-0.5217, 4.9495, -3.3826], [-1.6862, 5.5957, -3.9932], [0.2152, 5.7435, -2.3453], [-0.9528, 6.3592, -1.6201], [-1.2876, 7.5557, -1.6174], [-1.5310, 5.0764, -0.8665], [-2.9467, 4.6920, -0.4000], [-3.0799, 3.2842, 0.2891], [-4.9246, 2.7906, 0.8470], [-1.8371, 2.3477, 0.5182], [-2.0038, 0.8981, 1.2077], [-1.1713, -0.2653, 0.4532], [0.3419, -0.4520, 0.9638], [-1.2576, -0.1204, -1.4026], [-0.3974, 2.7763, 0.0488], [-0.2971, 4.1460, -0.6465], [0.9244, 4.9383, -1.2982], [2.1385, 4.9722, -1.0363], [-0.4935, 3.3114, -5.0047], [-0.7008, 2.6825, -3.2957], [0.9774, 3.2038, -3.8311], [-1.2870, 6.2037, -4.6581], [-3.8173, 5.4059, -0.5516], [-1.7042, 0.9375, 2.3063], [-3.1190, 0.6099, 1.1243], [-1.7256, -1.2522, 0.6845], [0.6434, -1.5628, 1.0568], [1.1268, 0.0232, 0.2617], [0.4436, 0.1021, 1.9603], [0.5266, 2.1285, 0.1760], [1.1443, -3.5882, 2.0045], [2.3137, -3.6622, 1.7540], [2.8942, -3.0974, 0.6607], [4.2943, -3.2954, 0.7942], [4.3631, -4.4810, 1.7022], [5.4659, -4.4301, 2.4867], [3.2202, -4.3263, 2.5210], [4.7474, -2.4016, 1.2324], [4.7583, -3.4848, -0.1747], [4.3187, -5.4450, 1.1877], [2.5059, -5.1382, -1.7404], [1.8827, -4.2813, -2.2981], [0.7058, -4.4928, -2.9515], [0.2277, -3.2152, -3.3542], [1.4821, -2.4023, -3.3891], [1.2353, -1.1116, -3.0687], [2.2677, -2.9766, -2.3638], [-0.4922, -2.8479, -2.6174], [-0.2623, -3.2674, -4.3275], [2.0240, -2.4513, -4.3383], [-4.3883, -1.3675, 3.5012], [-3.2948, -1.6619, 3.8850], [-2.8216, -2.9357, 3.9352], [-1.4568, -2.8449, 4.3092], [-1.3978, -1.5282, 5.0094], [-0.1897, -0.9388, 4.8383], [-2.3694, -0.7616, 4.3294], [-0.8335, -2.8730, 3.4107], [-1.1730, -3.6740, 4.9587], [-1.6399, -1.5729, 6.0753]],
  "atomic_forces_ev_per_a": [[-0.23, -0.77, 0.04], [-0.29, -0.04, -1.44], [2.51, -0.40, 0.36], [-0.62, 0.10, 0.34], [-1.10, 1.71, 0.85], [1.20, -4.75, -0.04], [-0.48, -2.43, 1.87], [3.64, -2.24, 0.56], [3.22, 1.51, -1.27], [2.02, 0.32, -0.51], [0.43, 1.82, -0.99], [-0.54, 0.59, -1.46], [0.01, -0.81, 1.19], [0.41, 0.38, -0.40], [-0.03, -0.05, 1.39], [-3.37, 3.28, -0.78], [-2.39, -0.82, 1.37], [1.04, -0.75, 0.49], [-4.58, -0.30, -1.07], [0.69, 0.39, 1.72], [0.84, 1.23, -0.84], [-1.42, 0.40, -0.13], [-0.74, -0.27, 0.60], [1.25, -1.28, 0.28], [-0.36, -0.08, -1.46], [1.79, 0.54, 0.31], [0.84, 1.65, -0.48], [-0.74, 1.89, -0.03], [-1.42, -0.68, 0.91], [-0.12, -1.04, -1.20], [-1.58, 0.93, -0.11], [0.80, -0.02, -0.10], [-1.06, 0.23, 0.07], [-0.41, -0.34, 0.72], [0.53, 0.43, -0.85], [0.56, -0.17, 0.45], [0.06, -0.15, 0.07], [-0.38, 0.10, -0.68], [0.02, -0.19, 0.17], [-0.30, 0.01, 0.00], [0.09, 0.03, 0.13], [-0.47, 0.72, -0.35], [0.41, -1.14, 0.74], [0.76, 0.14, 0.29], [-0.95, -0.11, -0.40], [0.02, 0.78, 0.22], [0.21, 0.10, -0.16], [-0.17, -0.58, -0.45], [0.22, 0.19, -0.01], [0.10, -0.21, 0.10], [0.01, 0.16, 0.07], [1.00, -0.17, 0.25], [-1.58, 0.12, -0.73], [-0.31, 0.70, 0.11], [0.61, -1.05, -0.07], [0.53, 0.46, -0.02], [0.09, 0.15, 0.15], [-0.29, -0.55, 0.21], [0.10, 0.18, 0.15], [-0.21, 0.01, -0.10], [0.14, 0.15, -0.04]],
  "lumo_energy_ha": -0.0274,
  "orbital_gap_ev": 8.4,
  "smiles": "CB(O)N1C(=O)c2cc(Br)c(C[C@H](C)Cl)cc2C1=O.O=C1OC[C@@H](F)O1.O=C1OC[C@@H](F)O1.O=C1OC[C@@H](F)O1",
  "largest_force_ha_per_bohr": 0.0953,
  "energy_ha": -5129.04052
}

---

[3]
{
  "formula": "C21H21BrF6N7O4PPdS",
  "method": "ωB97M-V/def2-TZVPD",
  "elements": ["Pd", "N", "C", "N", "C", "N", "C", "C", "N", "C", "C", "N", "H", "H", "H", "H", "H", "Br", "C", "C", "C", "C", "C", "N", "H", "H", "H", "H", "F", "P", "F", "F", "F", "F", "F", "C", "C", "C", "C", "C", "C", "C", "S", "O", "O", "N", "C", "C", "C", "O", "O", "H", "H", "H", "H", "H", "H", "H", "H", "H", "H", "H", "H"],
  "xyz": [[0.6038, 0.0739, 0.3262], [1.1715, 4.1849, 0.6717], [1.7105, 2.9796, 0.7151], [0.7852, 2.1085, 0.3074], [-0.3089, 2.8758, 0.0256], [-0.1068, 4.1472, 0.2354], [-1.5049, 2.2609, -0.5139], [-2.7080, 2.9175, -0.7352], [-3.7393, 2.2626, -1.2453], [-3.6056, 0.9876, -1.5493], [-2.4066, 0.2975, -1.3111], [-1.3923, 0.9673, -0.8102], [1.5985, 5.0753, 0.9030], [2.7190, 2.7684, 1.0239], [-2.8084, 3.9664, -0.4906], [-4.4472, 0.4654, -1.9818], [-2.2879, -0.7420, -1.5625], [2.5727, -0.0124, 2.3074], [3.3588, -0.0751, 0.5771], [4.6948, -0.3353, 0.3790], [5.1411, -0.3670, -0.9384], [4.2488, -0.1436, -1.9778], [2.9225, 0.1105, -1.6852], [2.4948, 0.1582, -0.4164], [5.3553, -0.5112, 1.2154], [6.1838, -0.5686, -1.1457], [4.5683, -0.1709, -3.0094], [2.1859, 0.2886, -2.4565], [-0.5290, -1.8508, -0.7349], [0.2653, -3.1562, -0.0992], [1.6536, -2.4764, -0.5538], [0.3497, -2.2287, 1.2969], [1.0495, -4.3237, 0.6584], [-1.1518, -3.7243, 0.4457], [0.1315, -3.9570, -1.4423], [-2.2084, -7.0203, -0.2564], [-1.8451, -6.2214, 0.8874], [-0.4807, -6.1613, 1.3382], [-0.1851, -5.5444, 2.5020], [-1.2481, -4.8678, 3.2306], [-2.6193, -4.9037, 2.7955], [-2.9000, -5.5268, 1.6313], [-0.8422, -4.0869, 4.7419], [-2.0308, -3.7872, 5.4480], [0.2824, -4.7831, 5.2558], [-0.3041, -2.7299, 4.0226], [-0.9218, -1.4247, 4.1996], [-2.1180, -1.1715, 3.2570], [-1.7957, -0.6113, 1.8755], [-2.6412, -0.8000, 1.0405], [-0.6996, 0.0891, 1.7873], [-1.4269, -7.7020, -0.5847], [-2.4196, -6.3115, -1.0874], [-3.1667, -7.5334, -0.1023], [0.2900, -6.6454, 0.7526], [0.8174, -5.5463, 2.9073], [-3.3864, -4.4438, 3.4037], [-3.9126, -5.5644, 1.2498], [0.6777, -2.7703, 3.7690], [-0.1708, -0.6432, 4.1133], [-1.3539, -1.4116, 5.2040], [-2.7920, -0.4378, 3.7032], [-2.6700, -2.0958, 3.0996]],
  "atomic_forces_ev_per_a": [[-0.75, 1.58, 0.40], [-0.15, -0.01, -0.08], [-0.05, -0.13, 0.03], [0.08, 0.06, 0.46], [-0.16, 0.23, -0.06], [0.22, -0.17, 0.02], [-0.33, -0.06, -0.05], [0.25, -0.18, 0.04], [-0.33, 0.10, -0.11], [0.30, 0.01, 0.10], [-0.10, 0.35, -0.37], [0.73, -0.48, 0.00], [-0.02, -0.06, -0.02], [0.03, -0.01, 0.04], [-0.10, 0.07, -0.02], [-0.10, 0.02, -0.02], [0.04, -0.07, 0.09], [0.35, -0.13, 0.02], [0.11, 0.03, -0.16], [-0.14, 0.08, 0.00], [-0.02, 0.00, -0.04], [-0.01, 0.04, 0.02], [0.06, 0.09, -0.06], [0.16, -0.77, -0.49], [0.01, 0.01, 0.02], [0.01, -0.01, -0.01], [0.02, 0.01, -0.01], [-0.03, -0.04, 0.02], [0.29, -0.30, -0.04], [0.23, 0.85, -0.26], [-0.07, -0.15, 0.03], [0.28, -0.32, -0.09], [0.33, 0.32, -0.32], [-0.09, 0.08, -0.13], [-0.06, -0.12, 0.12], [0.09, -0.19, 0.02], [-0.06, -0.10, -0.04], [0.02, -0.32, 0.49], [-0.33, -0.11, 0.02], [0.09, -0.28, -0.06], [-0.02, 0.00, -0.48], [-0.08, 0.22, 0.41], [0.13, -0.31, 0.76], [0.03, -0.01, -0.11], [-0.11, 0.02, -0.09], [0.16, 0.03, -0.16], [-0.98, 0.16, 0.22], [0.68, 0.25, -0.01], [-0.85, -0.35, 0.44], [0.10, -0.11, -0.61], [0.07, 0.26, 0.06], [-0.01, 0.06, -0.04], [-0.04, 0.06, 0.02], [-0.03, 0.08, -0.05], [-0.08, -0.08, 0.04], [-0.02, 0.04, 0.04], [0.01, 0.04, 0.04], [-0.01, -0.07, -0.02], [0.06, -0.01, -0.17], [0.07, -0.17, -0.11], [0.25, 0.02, 0.05], [0.00, -0.13, 0.19], [-0.13, 0.09, 0.07]],
  "lumo_energy_ha": [-0.5016, -0.5011],
  "orbital_gap_ev": [3.6, 3.6],
  "total_charge": 3,
  "largest_force_ha_per_bohr": 0.0349,
  "spin_multiplicity": 2,
  "s_squared": 0.805,
  "energy_ha": -5536.73681
}